1.
Here is a cluster of 2 separate species, CH7N2O in total from the OMol25 dataset. Energies are from the ωB97M-V functional and the def2-TZVPD basis.

Last column: Löwdin charge in e.
Atoms and positions in Å:
N 0.5303 0.9453 -0.3122  0.19
C 1.0204 -0.0348 0.3436  -0.13
N 1.2488 -1.2690 -0.2740  0.19
H 1.0106 0.9774 -1.2211  0.17
H 0.3230 1.7615 0.2104  0.13
H 1.2957 -0.0652 1.4918  0.21
H 1.4980 -1.8339 0.4444  0.06
H 1.3186 -1.6335 -1.2111  0.14
H -3.0440 0.4163 -0.5363  0.08
H -2.9066 0.3410 0.9242  0.07
O -2.2947 0.3950 0.1405  -0.12

As for the spin multiplicity: 1. As for the highest occupied orbital energy: -0.5563 Ha. The relative energy (zero: lowest compared OMol25 entry of this formula, charge and spin) is 38.8 kcal/mol. The HOMO-LUMO gap is 10.809 eV. As for the charge: +1. The value obtained for the LUMO energy is -4.33 eV. As for the molecular weight: 63.08 g/mol.

2.
Here is a cluster of 2 separate species, CH7N2O2PS in total from the OMol25 dataset. Energies are from the ωB97M-V functional and the def2-TZVPD basis.

Last column: Löwdin charge in e.
Atoms and positions in Å:
C -0.8862 1.2324 -0.3188  -0.24
N 1.9471 -1.5287 -0.8062  -0.05
N 1.6093 -0.6381 0.1605  -0.51
O -1.4927 -1.4183 -0.6143  -0.47
O -2.9365 -0.0902 0.8642  -0.30
P 2.5497 0.6080 0.3362  0.76
S -1.3650 -0.4486 0.4122  0.80
H -0.8189 1.8355 0.6015  0.03
H 0.0927 1.0892 -0.6394  -0.07
H -1.5735 1.8908 -0.9861  0.09
H 2.8500 -1.3593 -1.2033  0.05
H 1.5813 -2.4018 -0.6403  0.06
H -3.1532 -0.0513 1.7537  0.01
H 1.5959 1.2803 1.0801  -0.17

As for the spin multiplicity: 1. As for the highest occupied orbital energy (spin up / spin down): -0.3230 / -0.3230 Ha. The relative energy (zero: lowest compared OMol25 entry of this formula, charge and spin) is 23.1 kcal/mol. The HOMO-LUMO gap (spin up / spin down) is 8.674 / 8.674 eV. The value obtained for the LUMO energy (spin up / spin down) is -0.11 / -0.11 eV. As for the molecular weight: 142.12 g/mol.

3.
Here is a cluster of 2 separate species, CH7N2O3 in total from the OMol25 dataset. Energies are from the ωB97M-V functional and the def2-TZVPD basis.

Last column: Löwdin charge in e.
Atoms and positions in Å:
C 0.8399 -0.4697 -0.1135  -0.45
N 0.9309 -0.4832 1.1812  0.31
N -1.9695 0.0462 -0.0889  0.05
O 0.4258 -1.5438 -0.7101  0.21
O 1.5431 1.6182 -0.1639  0.07
O 1.1001 0.5713 -0.9207  0.07
H 0.5525 -1.3347 1.4802  0.15
H 1.5415 0.2215 1.5646  0.16
H -2.0443 1.0717 0.1060  0.07
H -1.9906 -0.4726 0.7470  0.01
H -2.8040 -0.0542 -0.5790  0.01
H 0.3258 -1.4992 -1.6833  0.19
H 1.5487 2.3284 -0.8196  0.15

As for the spin multiplicity: 1. As for the highest occupied orbital energy: -0.5282 Ha. The relative energy (zero: lowest compared OMol25 entry of this formula, charge and spin) is 10.1 kcal/mol. The HOMO-LUMO gap is 11.023 eV. As for the charge: +1. The value obtained for the LUMO energy is -3.35 eV. As for the molecular weight: 95.08 g/mol.

4.
Here is a cluster of 2 separate species, CH7N2Si in total from the OMol25 dataset. Energies are from the ωB97M-V functional and the def2-TZVPD basis.

Last column: Löwdin charge in e.
Atoms and positions in Å:
C 2.5768 0.0915 0.3263  -0.06
N 3.6958 -0.1215 0.3847  0.08
N -0.2335 0.4857 -0.7841  0.00
Si -1.4988 -0.7062 0.1828  0.79
H 0.6697 0.0038 -1.0719  0.08
H 4.7257 0.0021 0.6483  0.15
H -0.6738 0.9442 -1.5612  0.10
H -0.0262 1.2492 -0.3027  0.01
H -2.7005 0.2312 0.5703  -0.03
H -1.6869 -1.6539 -0.8480  -0.10
H -0.3892 -1.2373 1.1879  -0.03

As for the spin multiplicity: 1. As for the highest occupied orbital energy: -0.5835 Ha. The relative energy (zero: lowest compared OMol25 entry of this formula, charge and spin) is 47.4 kcal/mol. The HOMO-LUMO gap is 12.055 eV. As for the charge: +1. The value obtained for the LUMO energy is -3.82 eV. As for the molecular weight: 75.17 g/mol.

5.
Here is the ion CH7N2Si with charge +1 from the OMol25 dataset. Energies are from the ωB97M-V functional and the def2-TZVPD basis.

Last column: Löwdin charge in e.
Atoms and positions in Å:
N 1.6937 0.4232 0.9632  0.24
C 1.2252 0.3471 -0.2875  -0.12
N -0.0085 0.0714 -0.7457  -0.10
Si -1.6616 -0.1849 -0.0215  0.70
H 2.5783 0.7705 1.1106  0.11
H 1.1176 0.4028 1.7135  0.09
H 1.8461 0.4011 -1.1429  0.15
H -0.0667 -0.0302 -1.7092  0.07
H -1.7078 1.2012 0.7702  -0.03
H -2.5696 -0.4076 -1.1589  -0.06
H -1.6662 -1.4537 0.8779  -0.05

As for the spin multiplicity: 1. As for the highest occupied orbital energy: -0.5743 Ha. The relative energy (zero: lowest compared OMol25 entry of this formula, charge and spin) is 8.2 kcal/mol. The HOMO-LUMO gap is 11.467 eV. Its SMILES is [NH2+]=CN[SiH3]. As for the charge: +1. The value obtained for the LUMO energy is -4.16 eV. As for the molecular weight: 75.17 g/mol.

6.
Here is the molecule CH7N3 from the OMol25 dataset. Energies are from the ωB97M-V functional and the def2-TZVPD basis.

Last column: Löwdin charge in e.
Atoms and positions in Å:
N 0.2954 -1.0924 1.0094  -0.01
C -0.7258 -0.4951 0.1534  -0.37
N -0.5154 0.9016 -0.0873  -0.14
N 0.5607 1.0356 -1.0975  -0.02
H 1.1758 -1.1471 0.5063  0.05
H 0.0358 -2.0377 1.2654  0.06
H -1.7006 -0.6097 0.6351  0.11
H -0.7213 -0.9296 -0.8745  0.11
H -0.2684 1.3713 0.7854  0.10
H 1.4972 1.1068 -0.6940  0.06
H 0.3664 1.8963 -1.6016  0.06

As for the spin multiplicity: 1. As for the highest occupied orbital energy: -0.3434 Ha. The relative energy (zero: lowest compared OMol25 entry of this formula, charge and spin) is 28.4 kcal/mol. The HOMO-LUMO gap is 10.593 eV. Its SMILES is NCNN. The value obtained for the LUMO energy is 1.25 eV. As for the molecular weight: 61.09 g/mol.

7.
Here is a cluster of 2 separate species, CH7N3O in total from the OMol25 dataset. Energies are from the ωB97M-V functional and the def2-TZVPD basis.

Last column: Löwdin charge in e.
Atoms and positions in Å:
N 0.5085 1.0953 -2.1807  0.09
C 0.1326 0.5842 -1.0793  -0.60
N -0.0470 1.2112 0.1903  0.11
N -0.2071 -0.7440 -0.9418  0.09
H 0.7186 2.0944 -2.1630  0.03
H 0.2030 2.1509 0.3571  0.07
H 0.0089 0.6157 0.9986  0.05
H -0.9791 -0.8790 -0.3087  0.07
H -0.0885 -1.5528 -1.5177  0.10
O 0.2365 -1.5023 2.1475  -0.06
H -0.4338 -1.5553 1.4401  0.02
H -0.0526 -1.5184 3.0576  0.04

As for the spin multiplicity: 1. As for the highest occupied orbital energy: -0.3307 Ha. The relative energy (zero: lowest compared OMol25 entry of this formula, charge and spin) is 31.8 kcal/mol. The HOMO-LUMO gap is 9.591 eV. Its SMILES is N=C(N)N.O. The value obtained for the LUMO energy is 0.59 eV. As for the molecular weight: 77.09 g/mol.

8.
Here is a cluster of 2 separate species, CH7N3O in total from the OMol25 dataset. Energies are from the ωB97M-V functional and the def2-TZVPD basis.

Last column: Löwdin charge in e.
Atoms and positions in Å:
H 0.6007 -1.0166 -0.4508  0.08
N -0.6541 -1.1265 -0.5057  -0.01
C -1.1340 0.0044 -0.3888  -0.53
N -2.3002 0.4108 0.1799  0.05
H -0.2946 0.9646 -0.3154  0.12
H -3.0708 -0.2349 0.0914  0.09
H -2.5320 1.3879 0.1423  0.07
N 1.8544 -0.2426 -0.2518  -0.08
O 2.1351 -0.1621 1.1438  -0.10
H 2.7401 -0.4395 -0.7146  0.12
H 1.3916 0.7076 -0.4934  0.10
H 1.2638 -0.2529 1.5630  0.09

As for the spin multiplicity: 1. As for the highest occupied orbital energy: -0.3033 Ha. The relative energy (zero: lowest compared OMol25 entry of this formula, charge and spin) is 112.9 kcal/mol. The HOMO-LUMO gap is 9.176 eV. Its SMILES is [H]/N=C/N.NO. The value obtained for the LUMO energy is 0.92 eV. As for the molecular weight: 77.09 g/mol.

9.
Here is a structure of composition CH7N3O2 from the OMol25 dataset. Energies are from the ωB97M-V functional and the def2-TZVPD basis.

Last column: Löwdin charge in e.
Atoms and positions in Å:
N -1.6045 0.2044 -0.9901  -0.02
N 0.2705 -1.6456 -0.2513  0.13
C 0.0176 -0.5920 0.5889  -0.29
N -0.9211 0.3563 0.2458  -0.10
H -2.3784 -0.4380 -1.1314  0.07
H -2.0698 1.1155 -1.0509  0.08
H 0.9527 -2.3118 0.0767  0.10
H 0.3595 -1.3910 -1.2276  0.10
H -0.0319 -0.8651 1.6410  0.14
O 1.2500 0.6684 0.8974  -0.31
O 2.1619 1.4922 0.1587  -0.12
H 2.4208 2.1327 0.8362  0.07
H -0.4274 1.2740 0.2065  0.14

As for the spin multiplicity: 1. As for the highest occupied orbital energy: -0.2926 Ha. The relative energy (zero: lowest compared OMol25 entry of this formula, charge and spin) is 121.4 kcal/mol. The HOMO-LUMO gap is 8.775 eV. The value obtained for the LUMO energy is 0.81 eV. As for the molecular weight: 93.09 g/mol.

10.
Here is the ion CH7N3P with charge +1 from the OMol25 dataset. Energies are from the ωB97M-V functional and the def2-TZVPD basis.

Last column: Mulliken spin population.
Atoms and positions in Å:
C -0.1374 -0.0903 0.5902  0.64
N 0.4725 -0.1922 1.8051  0.32
N 0.7112 -0.2395 -0.5482  0.59
N -1.4457 0.1504 0.3937  0.10
P -0.1719 -0.2833 -2.0727  0.23
H 1.5086 -0.2739 1.8966  -0.01
H 0.0966 0.1383 2.7630  -0.01
H 1.6389 -0.7310 -0.3894  -0.01
H -1.9543 0.5322 1.1917  0.00
H -1.7466 0.6821 -0.4537  0.02
H 0.0651 1.0951 -2.4260  0.11
H 0.9630 -0.7880 -2.7504  0.00

As for the spin multiplicity: 3. As for the highest occupied orbital energy (spin up / spin down): -0.3412 / -0.5254 Ha. The relative energy (zero: lowest compared OMol25 entry of this formula, charge and spin) is 20.7 kcal/mol. The HOMO-LUMO gap (spin up / spin down) is 5.333 / 5.873 eV. As for the charge: +1. The value obtained for the LUMO energy (spin up / spin down) is -3.95 / -8.42 eV. As for the molecular weight: 92.06 g/mol. The expectation value of S² is 2.010.

11.
Here is a cluster of 2 separate species, CH7N4S in total from the OMol25 dataset. Energies are from the ωB97M-V functional and the def2-TZVPD basis.

Last column: Löwdin charge in e.
Atoms and positions in Å:
C 1.2827 -0.5178 0.1787  -0.21
N 2.3871 -0.0003 0.6588  0.17
N 1.0213 -0.7544 -1.0923  0.12
N -1.7716 0.3714 -0.0155  -0.64
N -2.8209 0.8396 0.6208  -0.02
S -1.8772 -0.2149 -1.4225  0.73
H 3.2583 0.0934 0.0979  0.16
H 1.6397 -0.4243 -1.8656  0.16
H 2.4148 -0.0677 1.6887  0.15
H -2.5707 1.0538 1.6234  0.14
H -3.4907 1.4213 0.1467  0.10
H 0.1382 -1.1760 -1.4021  0.00
H 0.3889 -0.6240 0.7831  0.13

As for the spin multiplicity: 1. As for the highest occupied orbital energy: -0.4501 Ha. The relative energy (zero: lowest compared OMol25 entry of this formula, charge and spin) is 18.5 kcal/mol. The HOMO-LUMO gap is 8.175 eV. As for the charge: +1. The value obtained for the LUMO energy is -4.07 eV. As for the molecular weight: 107.16 g/mol.

12.
Here is a structure of composition CH7N5O from the OMol25 dataset. Energies are from the ωB97M-V functional and the def2-TZVPD basis.

Last column: Löwdin charge in e.
Atoms and positions in Å:
C -1.0093 -0.5142 0.8846  -0.18
N -0.2550 -0.2511 -1.3097  -0.04
N -0.3235 1.2001 0.3952  -0.05
N 0.9182 -0.6098 -1.4317  -0.09
O -2.2204 -0.7571 0.3525  -0.03
N 0.8735 1.7017 0.1797  -0.21
N 1.9025 1.1101 0.5691  -0.01
H -2.0973 -0.9580 -0.5932  0.09
H -1.0264 1.7518 -0.0889  0.09
H 1.3298 -1.3935 -0.8868  0.11
H 1.6221 -0.0438 -1.9264  0.11
H 1.6781 0.2326 1.0813  0.02
H -0.2608 -1.3126 0.8739  0.09
H -1.1312 -0.1562 1.9004  0.09

As for the spin multiplicity: 1. As for the highest occupied orbital energy: -0.3144 Ha. The relative energy (zero: lowest compared OMol25 entry of this formula, charge and spin) is 101.6 kcal/mol. The HOMO-LUMO gap is 9.148 eV. The value obtained for the LUMO energy is 0.59 eV. As for the molecular weight: 105.10 g/mol.